Record 1
A cluster of 3 separate species, C3H14N2O2 in total, computed with the ωB97M-V functional and the def2-TZVPD basis.

Positions of all 21 atoms, in Å:
H  4.221  -2.971  2.839
H  1.621  0.227  -0.081
H  -0.256  1.113  2.024
H  -1.383  0.058  0.188
N  -0.312  -1.670  -0.306
C  -0.452  -0.241  -0.279
H  -5.047  0.928  -3.833
N  0.556  0.564  1.812
H  0.448  -0.351  2.228
C  0.532  2.015  -0.113
H  3.838  -3.619  1.534
H  0.483  2.009  -1.198
H  1.398  2.589  0.213
H  -0.332  2.542  0.277
C  0.699  0.594  0.354
H  -0.601  0.089  -1.313
O  -5.026  1.214  -2.912
H  -4.979  2.173  -2.926
O  4.546  -3.106  1.939
H  -0.247  -2.137  0.579
H  0.291  -2.021  -1.025

* SMILES string: C[C@@H](N)CN.O.O
* E_tot: -10412.778 eV
* strongest force on any atom: 2.40 eV/Å
* HOMO energy: -0.3126 Ha
* energy above the lowest of the compared OMol25 structures with the same formula, charge and spin: 97.8 kJ/mol

Calculated atomic charges, method natural (NBO), unit e: 0.467 0.187 0.350 0.179 -0.857 -0.222 0.470 -0.837 0.353 -0.612 0.465 0.208 0.218 0.200 -0.071 0.182 -0.939 0.469 -0.932 0.358 0.366

Record 2
A cluster of 3 separate species, C3H14N2O2 in total, computed with the ωB97M-V functional and the def2-TZVPD basis.

Positions of all 21 atoms, in Å:
H  -1.648  -1.629  -2.113
H  2.742  0.580  4.403
N  -0.298  -0.102  -0.491
H  -0.112  0.976  -3.873
O  -0.332  1.472  -3.076
C  -1.935  -1.833  -1.077
H  -1.676  -0.945  0.849
H  1.801  1.475  -0.479
H  -0.448  1.924  -0.017
O  3.338  -0.175  4.360
H  0.353  -0.840  -0.234
N  1.451  1.317  0.464
H  -2.390  0.133  -0.347
H  -0.373  0.861  1.381
C  -1.637  -0.632  -0.197
H  3.682  -0.156  3.462
H  -1.401  -2.729  -0.748
C  0.042  1.044  0.388
H  1.971  0.528  0.830
H  -0.129  0.822  -2.377
H  -2.999  -2.089  -1.109

* SMILES string: CCNCN.O.O
* E_tot: -10413.147 eV
* strongest force on any atom: 0.55 eV/Å
* HOMO energy: -0.3542 Ha
* energy above the lowest of the compared OMol25 structures with the same formula, charge and spin: 62.1 kJ/mol

Calculated atomic charges, method natural (NBO), unit e: 0.214 0.470 -0.656 0.460 -0.964 -0.615 0.165 0.363 0.189 -0.935 0.345 -0.823 0.197 0.156 -0.226 0.466 0.201 -0.053 0.343 0.487 0.217

Record 3
A cluster of 3 separate species, C3H14N2O2 in total, computed with the ωB97M-V functional and the def2-TZVPD basis.

Positions of all 21 atoms, in Å:
H  3.180  0.036  -1.434
H  -4.653  0.159  1.135
H  0.334  -0.775  -0.661
H  -3.628  1.229  1.023
H  0.272  2.725  0.331
H  0.969  1.302  -1.600
N  1.740  -0.596  0.953
C  1.115  1.137  -0.536
H  -0.770  1.459  0.520
H  1.971  -0.877  -2.325
N  -0.012  1.821  -0.030
H  3.047  -1.709  -1.101
H  -3.232  -1.517  0.894
H  1.718  0.309  1.501
O  -2.931  -2.275  0.346
H  2.783  -0.619  1.045
H  2.021  1.586  -0.218
O  -4.112  0.706  1.636
C  1.393  -0.380  -0.436
H  -3.733  -2.875  0.296
C  2.530  -0.847  -1.337

* SMILES string: C[C@@H](N)CN.O.O
* E_tot: -10411.517 eV
* strongest force on any atom: 5.36 eV/Å
* HOMO energy: -0.3133 Ha
* energy above the lowest of the compared OMol25 structures with the same formula, charge and spin: 219.4 kJ/mol

Calculated atomic charges, method natural (NBO), unit e: 0.203 0.462 0.183 0.471 0.367 0.166 -0.825 -0.216 0.375 0.216 -0.874 0.222 0.472 0.342 -0.942 0.340 0.165 -0.929 -0.046 0.468 -0.619

Record 4
A cluster of 3 separate species, C3H14N2O2 in total, computed with the ωB97M-V functional and the def2-TZVPD basis.

Positions of all 21 atoms, in Å:
C  -0.875  0.508  1.380
C  -0.188  -0.551  0.593
H  0.071  -2.691  0.558
H  2.499  -0.559  -2.787
N  1.231  -0.121  0.390
H  -1.241  -2.162  1.583
H  1.848  -0.931  0.451
H  -0.595  -0.637  -0.410
H  -1.745  2.314  0.916
H  0.452  -1.907  2.145
H  -0.507  0.865  2.344
C  -0.217  -1.933  1.286
H  -0.119  2.155  0.477
N  -1.038  1.729  0.502
H  -1.550  1.365  -1.186
H  1.396  0.053  -0.606
O  -1.643  0.944  -2.096
H  -1.921  0.213  1.575
O  2.930  0.196  -2.330
H  -2.599  0.898  -2.148
H  3.812  0.254  -2.636

* SMILES string: C[C@H](N)CN.O.O
* E_tot: -10413.045 eV
* strongest force on any atom: 3.08 eV/Å
* HOMO energy: -0.3420 Ha
* energy above the lowest of the compared OMol25 structures with the same formula, charge and spin: 72.0 kJ/mol

Calculated atomic charges, method natural (NBO), unit e: -0.218 -0.087 0.209 0.476 -0.857 0.209 0.351 0.215 0.365 0.208 0.193 -0.615 0.378 -0.860 0.490 0.375 -0.990 0.179 -0.947 0.451 0.474

Record 5
A cluster of 4 separate species, C3H14N2O2S in total, computed with the ωB97M-V functional and the def2-TZVPD basis.

Positions of all 22 atoms, in Å:
O  2.893  1.309  -0.741
H  -2.873  -1.122  0.400
H  -0.227  -0.622  -1.925
H  -0.866  0.043  1.500
H  -2.413  -1.129  -1.321
H  2.342  -0.723  -1.032
C  0.268  -0.660  -0.951
N  1.551  -1.338  -0.922
S  -2.308  1.078  -0.339
H  2.569  1.220  0.180
H  -0.983  -1.494  2.011
H  1.347  1.278  2.086
H  1.560  -2.125  -1.546
C  -0.740  -1.246  0.035
H  -0.718  -2.318  -0.107
H  0.424  0.381  -0.693
O  1.916  0.600  1.697
H  1.234  -0.068  1.454
H  2.721  2.199  -1.052
C  -2.167  -0.764  -0.336
H  -1.424  1.839  1.562
N  -0.432  -0.888  1.438

* multiplicity: 2
* E_tot: -21247.668 eV
* strongest force on any atom: 1.39 eV/Å
* HOMO energy (spin up / spin down): -0.0857 / -0.1255 Ha
* net charge: -1
* ⟨S²⟩: 0.76
* energy above the lowest of the compared OMol25 structures with the same formula, charge and spin: 0.0 kJ/mol

Calculated atomic charges, method natural (NBO), unit e: -1.002 0.183 0.168 0.405 0.191 0.393 -0.243 -0.874 -0.442 0.509 0.350 0.474 0.340 -0.064 0.165 0.225 -1.000 0.514 0.464 -0.539 -0.316 -0.901

Record 6
A cluster of 3 separate species, C3H14N2O2S in total, computed with the ωB97M-V functional and the def2-TZVPD basis.

Positions of all 22 atoms, in Å:
C  1.009  1.935  -0.937
O  0.947  -3.830  -3.528
S  0.176  -0.838  2.032
H  0.202  1.928  1.131
C  0.356  -0.118  0.408
H  1.359  -0.274  -0.009
H  2.990  1.320  -1.025
H  -0.277  -0.715  -0.237
H  0.802  1.335  -1.820
H  0.010  -4.037  -3.651
H  0.696  2.971  -1.085
C  0.138  1.389  0.181
N  2.444  2.059  -0.601
H  1.362  -4.172  -4.330
H  2.592  1.961  0.382
H  -1.343  2.044  -1.141
O  -3.463  -0.414  1.182
N  -1.288  1.674  -0.200
H  -2.719  -0.637  1.755
H  -3.834  -1.272  0.951
H  -1.858  0.843  -0.223
H  0.363  0.273  2.752

* SMILES string: NC[C@@H](N)CS.O.O
* E_tot: -21247.914 eV
* strongest force on any atom: 2.60 eV/Å
* HOMO energy: -0.3277 Ha
* energy above the lowest of the compared OMol25 structures with the same formula, charge and spin: 44.8 kJ/mol

Calculated atomic charges, method natural (NBO), unit e: -0.234 -0.936 -0.032 0.190 -0.557 0.211 0.356 0.225 0.194 0.468 0.197 -0.069 -0.833 0.469 0.353 0.349 -0.946 -0.842 0.478 0.466 0.371 0.123

Record 7
A cluster of 3 separate species, C3H14N2O2S in total, computed with the ωB97M-V functional and the def2-TZVPD basis.

Positions of all 22 atoms, in Å:
C  -1.135  1.005  1.626
H  0.907  -0.370  2.757
H  -1.852  -1.148  3.062
H  -2.138  1.361  -0.127
H  -2.255  0.832  2.163
H  -0.375  1.425  2.164
N  -1.615  -1.505  2.102
H  -0.163  -0.968  -5.273
H  0.253  -2.992  1.919
O  0.172  -1.093  -4.330
H  0.816  -0.337  -4.462
N  -1.432  1.763  0.396
H  -0.623  1.907  -0.139
C  0.717  -0.685  1.739
H  3.445  2.388  -3.832
C  -0.779  -0.528  1.310
S  1.415  -2.424  1.655
H  -2.340  -1.948  1.442
H  1.311  0.092  1.153
H  -0.778  -0.677  0.184
H  3.487  1.946  -2.394
O  2.962  1.958  -3.116

* SMILES string: NC[C@H](N)CS.O.O
* E_tot: -21246.499 eV
* strongest force on any atom: 7.18 eV/Å
* HOMO energy: -0.3119 Ha
* energy above the lowest of the compared OMol25 structures with the same formula, charge and spin: 181.3 kJ/mol

Calculated atomic charges, method natural (NBO), unit e: -0.207 0.199 0.387 0.354 0.180 0.190 -0.906 0.457 0.147 -0.923 0.466 -0.833 0.353 -0.509 0.471 -0.086 -0.087 0.393 0.213 0.209 0.464 -0.934

Record 8
A cluster of 4 separate species, C3H14N2O2S in total, computed with the ωB97M-V functional and the def2-TZVPD basis.

Positions of all 22 atoms, in Å:
H  0.737  0.096  -2.954
H  -0.450  -2.060  0.804
C  -0.570  -0.495  -1.264
H  -0.820  0.937  0.138
H  0.994  4.112  0.959
H  -0.643  1.183  -2.600
C  0.148  0.573  -2.157
H  -1.759  -0.392  0.450
H  -1.681  -1.390  2.575
H  0.820  1.307  2.522
H  0.991  -2.907  0.356
H  -0.005  0.032  1.858
S  1.179  1.477  -1.079
N  0.275  -2.277  0.068
H  0.982  -0.264  0.102
N  -1.372  0.208  -0.316
H  1.526  -1.332  -1.237
H  0.608  3.745  0.442
O  -0.962  -1.124  2.000
H  -1.240  -1.149  -1.827
O  0.557  0.872  1.714
C  0.687  -1.150  -0.553

* E_tot: -21242.841 eV
* strongest force on any atom: 2.70 eV/Å
* HOMO energy: -0.3201 Ha
* energy above the lowest of the compared OMol25 structures with the same formula, charge and spin: 534.2 kJ/mol

Calculated atomic charges, method natural (NBO), unit e: 0.221 0.453 -0.021 0.399 -0.010 0.280 -0.635 0.434 0.465 0.480 0.386 0.520 0.247 -0.675 0.284 -0.798 0.205 0.005 -1.214 0.228 -1.048 -0.208

Question: Among the records above, which one has the lowest energy above the lowest of the compared OMol25 structures with the same formula, charge and spin?
Answer: number 5

Question: Look up the energy above the lowest of the compared OMol25 structures with the same formula, charge and spin of the eighth one.
Answer: 534.2 kJ/mol

Question: Which of these has the lowest strongest force on any atom?
Answer: number 2

Question: Look up the energy above the lowest of the compared OMol25 structures with the same formula, charge and spin of the fourth one.
Answer: 72.0 kJ/mol